Here is a gas-phase ion, C6H12NO (charge +1) at a distorted geometry from the OMol25 dataset. Energies are from ωB97M-V/def2-TZVPD.

Computed properties:
- HOMO-LUMO gap (eV) = 7.43
- HOMO (hartree) = -0.41238
- charge = +1
- SMILES = [NH3+]CC/C=C/C=C/O
- energy above the lowest of the compared OMol25 structures with the same formula, charge and spin (kcal/mol) = 116.3
- LUMO level (eV) = -3.794

Positions of all 20 atoms, in Å:
O -4.624 0.294 0.357
N 2.223 0.065 1.268
C 2.567 -0.536 -0.118
C -1.069 -0.104 -0.648
C 1.583 0.206 -1.163
C 0.285 0.259 -0.465
C -2.170 0.420 0.072
C -3.421 0.040 -0.253
H 1.105 0.035 1.335
H 2.257 -1.618 0.140
H -0.008 -0.723 0.214
H 1.712 -0.147 -2.251
H -4.243 0.682 1.153
H 2.511 -0.599 2.051
H -1.364 -0.927 -1.296
H 2.026 1.234 -1.089
H -1.936 1.259 0.703
H 2.474 1.036 1.402
H 3.654 -0.335 -0.232
H -3.563 -0.539 -1.180

Here is a gas-phase ion, C6H12NO (charge +1) at a distorted geometry from the OMol25 dataset. Energies are from ωB97M-V/def2-TZVPD.

Computed properties:
- HOMO-LUMO gap (eV) = 10.16
- HOMO (hartree) = -0.53382
- charge = +1
- SMILES = CC(C)=[N+](C)CC=O
- energy above the lowest of the compared OMol25 structures with the same formula, charge and spin (kcal/mol) = 65.0
- LUMO level (eV) = -4.366

Positions of all 20 atoms, in Å:
O 1.947 0.178 0.815
N -0.335 0.145 -0.535
C -0.601 -1.859 0.865
C 0.447 1.306 -0.803
C -0.661 -0.279 0.671
C -1.059 0.813 1.477
C -0.019 -0.750 -1.710
C 1.678 1.116 0.156
H -1.532 -2.371 0.686
H -0.121 -1.953 1.905
H 0.198 -2.101 0.226
H 0.983 -1.225 -1.727
H 0.030 -0.251 -2.772
H 0.792 0.909 -1.684
H -0.850 0.916 2.519
H -0.636 1.762 1.015
H -0.818 -1.468 -1.897
H 2.435 1.995 0.157
H 0.271 2.319 -0.944
H -2.149 0.798 1.580

Here is 2 unconnected molecules or ions with the total composition C6H12NO at a distorted geometry from the OMol25 dataset. Energies are from ωB97M-V/def2-TZVPD.

Computed properties:
- HOMO-LUMO gap (eV) = 3.52
- HOMO (hartree) = -0.43816
- charge = +1
- energy above the lowest of the compared OMol25 structures with the same formula, charge and spin (kcal/mol) = 109.7
- LUMO level (eV) = -8.398

Positions of all 20 atoms, in Å:
O -0.967 -0.669 0.819
N -2.517 -2.530 2.511
C -1.566 -0.487 -0.224
C 1.104 0.710 -0.774
C 3.476 0.413 -0.182
C -0.185 1.384 -1.240
C 2.284 1.263 -0.433
C -1.343 0.505 -1.240
H -2.471 -1.089 -0.376
H 3.244 -0.623 0.069
H -2.016 0.532 -2.084
H 2.374 2.289 -0.804
H 4.005 0.334 -1.157
H 4.185 0.889 0.473
H -0.399 1.990 -0.306
H 1.008 -0.364 -0.665
H -1.953 -3.253 2.889
H -3.501 -2.655 2.616
H -2.043 -1.737 2.142
H -0.052 2.020 -2.107

Here is a gas-phase ion, C6H12NO2 (charge +1) at a distorted geometry from the OMol25 dataset. Energies are from ωB97M-V/def2-TZVPD.

Computed properties:
- HOMO-LUMO gap (alpha / beta) (eV) = 7.65 / 6.25
- HOMO (alpha / beta) (hartree) = -0.40950 / -0.38084
- charge = +1
- energy above the lowest of the compared OMol25 structures with the same formula, charge and spin (kcal/mol) = 89.4
- LUMO level (alpha / beta) (eV) = -3.491 / -4.110

Positions of all 21 atoms, in Å:
O 0.992 0.662 -1.391
O 2.206 -1.183 -0.924
N -1.159 -0.257 1.169
C -0.866 -1.586 0.501
C 0.219 1.894 0.605
C -0.017 1.634 -0.990
C -0.234 -1.515 -0.890
C 1.016 -0.651 -0.976
C -0.068 0.655 1.413
H 0.841 0.396 1.918
H 2.874 -0.562 -1.207
H -1.820 0.224 0.596
H -1.414 -0.599 2.169
H -1.780 -2.269 0.435
H 1.265 2.102 0.857
H -0.245 -2.182 1.173
H 0.189 -2.471 -1.285
H -0.305 2.804 1.036
H 0.151 2.585 -1.482
H -0.913 1.270 -1.160
H -0.929 -0.953 -1.566

Here is a gas-phase ion, C6H12NO4 (charge -1) at a distorted geometry from the OMol25 dataset. Energies are from ωB97M-V/def2-TZVPD.

Computed properties:
- HOMO-LUMO gap (eV) = 7.60
- HOMO (hartree) = -0.13742
- charge = -1
- SMILES = C[C@H]1CCN(O)[C@@]1([O-])C(O)O
- energy above the lowest of the compared OMol25 structures with the same formula, charge and spin (kcal/mol) = 40.9
- LUMO level (eV) = 3.860

Positions of all 23 atoms, in Å:
O 1.715 0.514 -1.790
O 1.246 -0.287 1.585
O 1.199 -2.414 0.380
O 2.569 1.294 0.247
N 0.559 -1.386 -0.370
C -0.816 -1.730 -0.696
C 0.534 -0.159 0.496
C 1.460 1.094 -0.541
C -1.222 1.739 0.743
C -0.953 0.246 0.605
C -1.559 -0.400 -0.637
H 2.385 0.664 1.033
H -1.307 0.195 -1.516
H -1.228 -2.436 0.042
H -0.492 2.175 1.420
H -2.223 1.919 1.139
H -2.643 -0.526 -0.584
H 1.740 -0.446 -1.630
H -1.145 2.234 -0.222
H 0.908 2.020 -0.706
H -1.342 -0.257 1.502
H 1.464 -1.849 1.183
H -0.852 -2.205 -1.683

Here is a gas-phase ion, C6H12NO4 (charge +1) at a distorted geometry from the OMol25 dataset. Energies are from ωB97M-V/def2-TZVPD.

Computed properties:
- HOMO-LUMO gap (alpha / beta) (eV) = 7.65 / 7.65
- HOMO (alpha / beta) (hartree) = -0.49341 / -0.49332
- charge = +1
- energy above the lowest of the compared OMol25 structures with the same formula, charge and spin (kcal/mol) = 105.6
- LUMO level (alpha / beta) (eV) = -5.775 / -5.777

Positions of all 23 atoms, in Å:
O 1.079 2.167 -0.256
O 1.905 -2.110 -0.358
O -0.989 1.121 0.623
O 3.147 -0.538 1.062
N 1.075 -1.167 -0.535
C 2.214 0.394 0.937
C 1.965 1.080 -0.353
C -1.068 0.009 -0.209
C 1.609 -0.118 -1.440
C -0.048 -0.990 0.100
C -2.420 -0.777 -0.106
H 3.387 -0.847 1.995
H 0.315 1.848 0.199
H 2.416 -0.526 -2.067
H -0.859 0.242 -1.229
H 1.837 0.849 1.764
H 0.853 0.372 -1.961
H -2.571 -1.141 0.932
H -0.265 -1.758 0.896
H -1.755 1.615 0.293
H -2.342 -1.761 -0.664
H -3.327 -0.257 -0.242
H 2.962 1.378 -0.690

Here is a gas-phase ion, C6H12NO5 (charge +1) at a distorted geometry from the OMol25 dataset. Energies are from ωB97M-V/def2-TZVPD.

Computed properties:
- HOMO-LUMO gap (eV) = 8.92
- HOMO (hartree) = -0.44870
- charge = +1
- energy above the lowest of the compared OMol25 structures with the same formula, charge and spin (kcal/mol) = 111.8
- LUMO level (eV) = -3.290

Positions of all 24 atoms, in Å:
O 1.629 0.372 -1.169
O -1.832 1.645 0.460
O -2.562 -0.079 -0.954
O -0.003 -1.702 1.091
O 1.294 1.785 1.240
N -1.324 -1.354 1.648
C -1.125 -1.539 0.312
C -1.182 -0.272 -0.662
C 1.042 -0.620 0.975
C 0.339 0.784 1.125
C 1.742 -0.841 -0.376
C -0.619 1.005 -0.003
H -1.560 -2.472 -0.284
H 1.907 0.163 -2.147
H 1.924 1.928 0.485
H 1.123 -1.641 -0.908
H -0.634 -0.447 -1.676
H -1.925 1.288 1.357
H -3.027 -0.871 -1.415
H -0.047 0.585 2.065
H -0.328 1.706 -0.683
H 2.736 -1.096 -0.174
H -2.576 1.336 -0.118
H 1.746 -0.724 1.711

Here is a gas-phase ion, C6H12NS (charge +1) at a distorted geometry from the OMol25 dataset. Energies are from ωB97M-V/def2-TZVPD.

Computed properties:
- HOMO-LUMO gap (eV) = 9.87
- HOMO (hartree) = -0.47754
- charge = +1
- SMILES = C[C@@H]1[NH2+][C@]2(C)C[C@@H]2S1
- energy above the lowest of the compared OMol25 structures with the same formula, charge and spin (kcal/mol) = 37.8
- LUMO level (eV) = -3.127

Positions of all 20 atoms, in Å:
S 1.235 -0.833 -1.544
N -0.137 -0.523 0.818
C -1.048 -2.224 -0.692
C -0.381 1.441 -0.958
C 0.290 0.946 0.337
C 0.986 0.849 -1.013
C 0.235 -1.605 -0.272
C 0.574 1.832 1.584
H 1.175 1.233 2.218
H 1.157 2.617 1.207
H -0.247 2.307 2.178
H -0.277 2.543 -1.104
H -0.745 -2.864 -1.589
H 0.123 -0.761 1.761
H -1.228 -0.550 0.777
H -1.762 -1.457 -1.007
H -1.495 -2.904 -0.003
H 0.871 -2.438 0.063
H -1.149 0.860 -1.464
H 1.824 1.531 -1.296

Here is 2 unconnected molecules or ions with the total composition C6H12O at a distorted geometry from the OMol25 dataset. Energies are from ωB97M-V/def2-TZVPD.

Computed properties:
- HOMO-LUMO gap (alpha / beta) (eV) = 2.83 / 5.36
- HOMO (alpha / beta) (hartree) = 0.01209 / -0.08249
- charge = -1
- energy above the lowest of the compared OMol25 structures with the same formula, charge and spin (kcal/mol) = 46.2
- spin multiplicity = 2
- LUMO level (alpha / beta) (eV) = 3.158 / 3.113

Positions of all 19 atoms, in Å:
O -0.697 -4.422 -0.690
C 1.114 0.450 0.327
C 0.939 -0.585 1.298
C 2.520 0.560 -0.289
C -2.350 2.387 -0.361
C -1.288 1.434 0.224
C 0.049 1.484 -0.088
H -0.131 -5.172 -0.375
H 3.123 1.420 0.045
H 0.328 2.057 -0.987
H -0.118 -0.870 1.482
H -2.948 2.754 0.495
H 1.821 -0.766 1.955
H -1.956 3.433 -0.649
H -1.614 0.652 0.893
H -2.950 1.910 -1.225
H 3.105 -0.317 -0.127
H -1.356 -4.872 -1.283
H 2.372 0.767 -1.367

Here is 2 unconnected molecules or ions with the total composition C6H12O at a distorted geometry from the OMol25 dataset. Energies are from ωB97M-V/def2-TZVPD.

Computed properties:
- HOMO-LUMO gap (alpha / beta) (eV) = 2.41 / 9.47
- HOMO (alpha / beta) (hartree) = 0.04281 / -0.21882
- charge = -1
- energy above the lowest of the compared OMol25 structures with the same formula, charge and spin (kcal/mol) = 42.4
- spin multiplicity = 2
- LUMO level (alpha / beta) (eV) = 3.573 / 3.513

Positions of all 19 atoms, in Å:
O 0.934 2.891 -2.205
C -0.127 -0.234 0.711
C -1.121 1.542 2.205
C 0.143 -2.323 -0.759
C -0.708 0.125 1.866
C 0.169 -1.670 -1.926
C 0.467 -1.612 0.547
H -0.445 0.295 -0.180
H -0.290 2.080 2.648
H -0.168 -2.250 -2.786
H -0.744 -0.579 2.686
H 0.965 2.933 -1.241
H -1.479 2.022 1.290
H -2.011 1.502 2.845
H 1.334 3.671 -2.613
H 1.551 -1.552 0.697
H 0.178 -3.401 -0.785
H 0.128 -2.263 1.369
H 0.199 -0.609 -2.141

Here is 2 unconnected molecules or ions with the total composition C6H12O at a distorted geometry from the OMol25 dataset. Energies are from ωB97M-V/def2-TZVPD.

Computed properties:
- HOMO-LUMO gap (alpha / beta) (eV) = 3.31 / 5.73
- HOMO (alpha / beta) (hartree) = 0.00230 / -0.08706
- charge = -1
- energy above the lowest of the compared OMol25 structures with the same formula, charge and spin (kcal/mol) = 53.6
- spin multiplicity = 2
- LUMO level (alpha / beta) (eV) = 3.370 / 3.360

Positions of all 19 atoms, in Å:
O 2.182 0.897 -4.315
C -0.112 -0.342 0.922
C -1.764 -2.198 0.375
C -0.993 0.755 0.653
C 1.295 -0.302 1.455
C -0.855 2.215 0.858
C -0.618 -1.709 1.085
H -1.782 -3.379 0.615
H -2.466 -1.518 -0.167
H 1.455 -0.517 2.623
H 2.808 1.347 -3.770
H 1.986 -0.973 0.898
H -0.180 2.612 0.103
H -0.500 2.676 1.925
H -1.888 2.687 0.568
H -2.007 0.485 0.371
H 1.599 0.599 -3.671
H 1.744 0.661 1.299
H 0.059 -2.373 1.635

Here is a single C6H12O molecule from the OMol25 dataset. Energies are from ωB97M-V/def2-TZVPD.

Computed properties:
- HOMO-LUMO gap (eV) = 10.51
- HOMO (hartree) = -0.34800
- SMILES = COCC1(C)CC1
- energy above the lowest of the compared OMol25 structures with the same formula, charge and spin (kcal/mol) = 42.8
- LUMO level (eV) = 1.044

Positions of all 19 atoms, in Å:
O 1.479 0.732 0.262
C 2.837 0.391 0.337
C -0.808 -0.022 -0.042
C -1.601 -0.855 -1.010
C -1.102 1.469 -0.153
C 0.650 -0.405 0.245
C -1.796 -1.049 0.462
H -2.091 1.736 0.231
H 3.056 -0.258 1.200
H 3.165 -0.129 -0.576
H -0.345 2.073 0.347
H -1.099 -1.611 -1.604
H 1.009 -1.119 -0.517
H -1.356 -1.954 0.880
H 0.726 -0.916 1.222
H -2.394 -0.320 -1.530
H -2.737 -0.765 0.926
H -1.079 1.741 -1.215
H 3.402 1.320 0.442

Q: Which of these has the lowest energy above the lowest of the compared OMol25 structures with the same formula, charge and spin?
A: C6H12NS

Q: What is the formula in the first record?
A: C6H12NO

Q: Number 4 is which compound?
A: C6H12NO2